Below is one molecule with the formula C10H12N2P2 in a non-equilibrium geometry, with properties calculated with ωB97M-V/def2-TZVPD.

Last column: Mulliken charge in e.
CARTESIAN COORDINATES (ANGSTROEM)
C (0.1488, 1.2421, -2.9877)  -0.62
C (-0.7597, 2.2357, -2.5831)  -0.34
C (0.2228, 0.0184, -2.2482)  -0.18
C (-1.6435, 1.9451, -1.5606)  -0.62
C (-0.6781, -0.2792, -1.2351)  0.09
C (-1.6471, 0.6795, -0.9506)  0.51
C (-0.4321, -1.6649, 0.6232)  0.28
C (-3.5595, 0.2777, 0.6968)  -0.18
C (2.5927, 0.0698, 2.3312)  -1.30
C (1.4838, 0.2999, 1.2655)  -0.57
N (-0.6466, -1.4673, -0.5702)  -0.57
N (-2.6112, 0.3966, 0.0351)  0.16
P (-0.3766, -3.4463, 1.0945)  -0.08
P (-0.1222, -0.3903, 1.9248)  0.03
H (0.8100, 1.6413, -3.7439)  0.35
H (-0.7648, 3.2720, -3.0772)  0.30
H (1.1366, -0.6615, -2.5363)  0.29
H (-2.4297, 2.5856, -1.1373)  0.40
H (3.5197, 0.5614, 2.0686)  0.37
H (2.3862, 0.7519, 3.1805)  0.32
H (2.5776, -1.0272, 2.4327)  0.40
H (1.8533, -0.0507, 0.3445)  0.38
H (1.3090, 1.3026, 1.0995)  0.50
H (-1.6093, -3.6801, 0.3624)  0.07
H (-0.9887, -3.2370, 2.3338)  0.04
H (0.2287, -1.3751, 2.8370)  -0.02

Output
LUMO   0.378 eV
Highest occupied orbital energy   -0.310 Eh
Energy relative to the best compared isomer or geometry (same formula, charge and spin)   0.0 kcal/mol
Gap between HOMO and LUMO   8.82 eV
E   -32118.6335 eV

=====

Below is C10H12N3O2 as an isolated structure in a non-equilibrium geometry, with properties calculated with ωB97M-V/def2-TZVPD.

Last column: Mulliken charge in e.
CARTESIAN COORDINATES (ANGSTROEM)
C (-3.8812, -0.0867, 1.1258)  -0.40
C (-2.4991, -0.0621, 1.2713)  -0.59
C (-4.4394, 0.3454, -0.0384)  -0.24
C (-2.4399, 0.7066, -1.0414)  -0.39
C (-1.7745, 0.2175, 0.1261)  0.65
C (-0.3810, 0.0782, 0.1148)  0.75
C (2.7250, 0.5351, -1.6419)  -0.38
C (0.4020, 0.6907, -0.9984)  -1.12
C (1.8446, 0.3859, -0.6303)  0.06
C (2.8628, -1.1415, 1.1615)  -0.81
N (-3.7729, 0.5526, -1.1027)  -0.51
N (0.2946, -0.5250, 1.0239)  0.37
N (2.0571, 0.0047, 0.7473)  -0.20
O (4.0562, 0.4716, -1.4372)  -0.48
O (0.3266, -1.4320, 1.7908)  -0.55
H (-4.4509, -0.2626, 2.0028)  0.43
H (-2.0446, -0.6550, 2.0894)  0.32
H (-5.5119, 0.2151, -0.0245)  0.35
H (-1.8884, 0.9548, -1.9379)  0.38
H (2.3780, 0.6174, -2.6469)  0.42
H (0.1702, 0.0326, -1.8104)  0.56
H (0.0858, 1.6742, -1.3495)  0.53
H (2.6897, -1.4404, 2.2425)  0.34
H (2.6252, -2.0554, 0.5843)  0.37
H (3.9466, -0.9924, 1.1445)  0.33
H (2.0105, 0.7682, 1.5288)  0.42
H (4.6087, 0.4023, -2.2944)  0.38

Output
LUMO   -4.148 eV
Charge   +1
Highest occupied orbital energy   -0.464 Eh
Energy relative to the best compared isomer or geometry (same formula, charge and spin)   78.6 kcal/mol
Gap between HOMO and LUMO   8.48 eV
E   -19117.7767 eV

=====

Below is an isolated ion of composition C10H12N5 and charge +1 in a non-equilibrium geometry, with properties calculated with ωB97M-V/def2-TZVPD.

Last column: Mulliken charge in e.
CARTESIAN COORDINATES (ANGSTROEM)
C (-2.3137, -1.1452, 0.5586)  -0.94
C (1.6764, 0.6649, 1.2804)  -0.42
C (-3.3239, -0.2671, 0.7990)  -0.95
C (2.4908, -0.3715, -0.4213)  -0.83
C (-1.0592, -0.4858, 0.3337)  1.14
C (1.3546, -0.3538, 0.3324)  0.67
C (-1.4206, 0.8804, 0.4230)  -0.29
C (0.0698, 1.8907, -1.1543)  -0.29
C (0.1881, -1.1244, 0.1021)  1.80
C (0.2392, -2.4749, -0.2947)  -2.05
N (2.8289, 1.1226, 1.2069)  -0.69
N (-2.7624, 1.0053, 0.6381)  -0.10
N (3.3235, 0.6160, 0.0421)  0.17
N (0.4505, 0.7790, -1.6330)  -0.44
N (-0.7551, 1.9427, -0.0755)  -0.15
H (-2.3296, -2.2738, 0.5555)  0.36
H (1.2445, 0.7112, 2.2475)  0.51
H (-4.2682, -0.4256, 1.0278)  0.57
H (2.5880, -0.9788, -1.3615)  0.39
H (0.1716, 2.8681, -1.5042)  0.45
H (1.1353, -2.7820, -0.7387)  0.41
H (-0.5746, -2.7412, -0.9848)  0.47
H (0.1974, -3.3068, 0.4738)  0.37
H (-3.3056, 1.7733, 0.5252)  0.11
H (4.2455, 0.7701, -0.2147)  0.19
H (1.0969, 0.8504, -2.3332)  0.20
H (-1.1883, 2.8561, 0.1698)  0.31

Output
LUMO   -4.698 eV
SMILES   [H]/N=C/[NH+]=C1/NC=C/C1=C(\C)c1cn[nH]c1
Charge   +1
Highest occupied orbital energy   -0.445 Eh
Energy relative to the best compared isomer or geometry (same formula, charge and spin)   45.2 kcal/mol
Gap between HOMO and LUMO   7.40 eV
E   -18005.9281 eV

=====

Below is an isolated ion of composition C10H12N5 and charge +1 in a non-equilibrium geometry, with properties calculated with ωB97M-V/def2-TZVPD.

Last column: Mulliken charge in e.
CARTESIAN COORDINATES (ANGSTROEM)
C (-1.9738, 2.6546, -2.6045)  -0.35
C (-2.6554, 1.5299, -1.9583)  -0.31
C (-0.7273, 2.8419, -2.2980)  -0.09
C (-0.7417, 0.9622, -0.8614)  0.11
C (0.9028, -1.5707, 1.2235)  -1.08
C (0.1308, -1.1090, 0.1645)  1.50
C (1.0858, -0.7242, 2.3663)  0.81
C (0.0419, 0.9007, 1.2597)  -0.05
C (-0.1666, -1.9347, -1.0358)  -1.62
C (1.7529, -1.1851, 3.5980)  -1.26
N (-1.9644, 0.7099, -1.2382)  -0.45
N (0.6132, 0.4724, 2.3463)  -0.43
N (0.0392, 1.9803, -1.4599)  0.75
N (1.3016, 2.1053, -1.1442)  -1.17
N (-0.1894, 0.2182, 0.1411)  0.25
H (-2.5281, 3.3152, -3.2752)  0.38
H (-3.7341, 1.3965, -2.0534)  0.43
H (0.0147, 3.5006, -2.8480)  0.26
H (1.1414, -2.6478, 1.3462)  0.34
H (-0.2048, 1.8875, 1.0802)  0.51
H (0.3109, -1.5483, -1.8775)  0.40
H (-1.2871, -2.0274, -1.3141)  0.32
H (0.3079, -2.8535, -0.9215)  0.44
H (1.3871, -2.1549, 3.9044)  0.38
H (1.5216, -0.4113, 4.2962)  0.39
H (2.8834, -1.1821, 3.6319)  0.30
H (1.7167, 2.9162, -1.5639)  0.22

Output
LUMO (spin up / spin down)   -4.355 / -4.354 eV
Charge   +1
Highest occupied orbital energy (spin up / spin down)   -0.430 / -0.430 Eh
Energy relative to the best compared isomer or geometry (same formula, charge and spin)   52.8 kcal/mol
Gap between HOMO and LUMO (spin up / spin down)   7.35 / 7.34 eV
E   -18005.5993 eV

=====

Below is an isolated ion of composition C10H12NO and charge +1 in a non-equilibrium geometry, with properties calculated with ωB97M-V/def2-TZVPD.

Last column: Mulliken charge in e.
CARTESIAN COORDINATES (ANGSTROEM)
C (3.9891, -1.1178, -0.0319)  -0.14
C (4.0186, 0.2144, -0.3007)  -0.67
C (2.7483, -1.6728, 0.1962)  -0.93
C (2.9182, 1.0305, -0.1286)  -0.42
C (1.7745, -0.7891, 0.2909)  0.35
C (1.6348, 0.5531, 0.2531)  0.62
C (-1.0135, 0.7726, -0.0495)  -0.06
C (-1.3537, -0.4882, 0.0054)  -0.36
C (0.3733, 1.2993, 0.2380)  -0.71
C (-3.7556, 0.0865, -0.0018)  -0.56
N (-2.7050, -0.9998, -0.2477)  -0.06
O (-5.0020, -0.4986, 0.0003)  -0.52
H (4.9413, -1.7619, -0.0200)  0.31
H (4.9032, 0.6755, -0.5845)  0.44
H (2.5902, -2.7018, 0.4966)  0.39
H (3.0509, 2.1258, -0.0958)  0.34
H (-1.5993, 1.5901, -0.4799)  0.32
H (0.4121, 2.0593, 1.0759)  0.32
H (0.5315, 1.8918, -0.7931)  0.27
H (-3.4086, 0.6384, 0.9028)  0.45
H (-3.7122, 0.8150, -0.7814)  0.39
H (-2.8814, -1.3530, -1.2548)  0.43
H (-3.0318, -1.7937, 0.4250)  0.43
H (-5.4231, -0.5755, 0.8856)  0.37

Output
LUMO (spin up / spin down)   -5.396 / -3.488 eV
Charge   +1
Highest occupied orbital energy (spin up / spin down)   -0.418 / -0.461 Eh
Energy relative to the best compared isomer or geometry (same formula, charge and spin)   150.6 kcal/mol
Gap between HOMO and LUMO (spin up / spin down)   5.98 / 9.07 eV
E   -14088.5655 eV

=====

Below is a 2-piece molecular cluster, C10H12NO2 overall in a non-equilibrium geometry, with properties calculated with ωB97M-V/def2-TZVPD.

Last column: Mulliken charge in e.
CARTESIAN COORDINATES (ANGSTROEM)
C (-3.3242, 0.9711, 0.2401)  -0.30
C (-2.8035, 0.3642, 1.3190)  -0.68
C (-2.7591, 0.9152, -1.0099)  -0.49
C (-1.6091, -0.3292, 1.1562)  -0.43
C (-1.5083, 0.2635, -1.2186)  -0.60
C (-0.9423, -0.2744, -0.0434)  0.47
C (2.2364, 0.0748, 0.2557)  0.79
C (0.6282, -2.1766, -1.1198)  -0.53
C (0.2198, -1.0947, -0.2437)  -0.01
C (2.9704, 2.3444, 0.3561)  -0.60
N (0.6202, -2.2605, 0.3708)  0.01
O (3.0625, -0.7051, 0.5725)  -0.50
O (2.0290, 1.2108, -0.0314)  -0.17
H (-4.3072, 1.5588, 0.5026)  0.24
H (-3.2879, 0.1423, 2.2520)  0.38
H (-3.0620, 1.3939, -1.8828)  0.43
H (-1.1778, -0.8737, 1.9133)  0.52
H (-1.1395, 0.3836, -2.2557)  0.35
H (-0.3310, -2.6155, -1.5150)  0.28
H (1.5015, -2.2873, -1.6725)  0.31
H (4.0420, 2.0579, 0.3250)  0.33
H (2.7064, 2.6295, 1.3582)  0.33
H (2.6496, 3.1004, -0.4081)  0.24
H (-0.0209, -3.0214, 0.7197)  0.34
H (1.5478, -2.1497, 0.7705)  0.29

Output
LUMO (spin up / spin down)   -3.723 / -3.721 eV
Charge   +1
Highest occupied orbital energy (spin up / spin down)   -0.427 / -0.427 Eh
Energy relative to the best compared isomer or geometry (same formula, charge and spin)   95.9 kcal/mol
Gap between HOMO and LUMO (spin up / spin down)   7.88 / 7.89 eV
E   -16138.2374 eV